ORCA calculation (ωB97M-V/def2-TZVPD) on a 12-piece molecular cluster, C53H69N11O4 overall at a distorted geometry.

```
137
Properties=species:S:1:pos:R:3:forces:R:3:lowdin_charge:R:1
C 3.543 -3.577 5.206 0.61 -1.20 -0.49 -0.071
N 3.553 -2.247 4.676 -1.96 1.20 0.32 0.032
C 2.384 -1.543 4.411 0.01 -1.22 -0.11 -0.460
C 2.546 -0.115 3.890 0.27 -0.44 0.88 0.013
O 1.252 -2.064 4.505 1.58 0.94 0.11 -0.021
H 4.330 -3.767 5.943 -0.16 0.51 0.08 0.092
H 3.746 -4.328 4.419 -0.24 0.27 0.07 0.066
H 2.583 -3.829 5.627 -0.25 0.19 0.19 0.074
H 4.430 -1.822 4.439 0.16 0.15 -0.16 0.103
H 2.469 -0.137 2.812 -0.04 0.20 -0.13 0.037
H 3.492 0.341 4.188 0.02 -0.18 -0.22 0.090
H 1.750 0.489 4.316 -0.22 -0.02 -0.12 0.081
C 3.625 2.492 0.227 1.14 -0.12 -0.53 -0.092
N 2.392 2.886 0.838 -1.23 -0.53 -0.30 0.004
C 2.270 4.002 1.604 0.40 -0.45 0.06 -0.577
C 0.938 4.169 2.257 -1.33 -0.88 -0.79 -0.008
O 3.173 4.800 1.793 0.21 -0.09 -0.17 0.036
H 3.435 1.591 -0.356 0.04 -0.10 0.09 0.076
H 4.445 2.295 0.931 -0.40 -0.11 0.20 0.091
H 4.070 3.214 -0.471 -0.48 0.09 0.14 0.065
H 1.570 2.243 0.643 1.15 1.00 0.66 0.088
H 0.629 5.202 2.175 -0.03 0.21 0.35 0.080
H 0.910 3.788 3.274 0.32 0.35 0.22 0.084
H 0.193 3.538 1.725 0.22 0.40 0.16 0.057
C 5.783 -4.506 2.422 0.54 -0.31 0.53 -0.080
N 4.698 -3.784 1.888 -1.31 -0.01 -1.04 0.000
C 4.617 -2.442 1.877 -0.55 -0.54 -0.28 -0.577
C 3.607 -1.905 0.934 -1.26 -0.38 -0.82 0.012
O 5.299 -1.726 2.570 1.21 0.90 0.60 0.030
H 6.307 -4.999 1.609 0.30 -0.31 0.08 0.087
H 5.423 -5.223 3.154 0.19 -0.31 0.08 0.074
H 6.447 -3.809 2.917 0.20 0.05 0.08 0.089
H 3.967 -4.313 1.403 0.37 0.43 0.21 0.106
H 3.177 -0.970 1.262 0.25 0.23 0.01 0.046
H 2.773 -2.618 0.799 0.31 0.19 0.02 0.076
H 4.049 -1.773 -0.057 0.08 0.10 0.11 0.099
C -1.597 6.863 -3.005 -0.01 0.27 0.88 -0.075
C -1.180 6.678 -1.686 0.18 0.46 0.01 -0.048
C -1.004 5.390 -1.194 0.39 0.65 0.49 -0.175
N -1.230 4.306 -1.900 -0.63 -0.44 -1.22 0.048
C -1.693 4.487 -3.146 0.90 -0.05 -0.36 -0.134
C -1.870 5.748 -3.744 -0.23 -1.69 -0.32 -0.071
H -1.708 7.850 -3.430 0.05 0.10 0.06 0.109
H -0.938 7.547 -1.080 -0.02 -0.23 0.02 0.107
H -0.563 5.169 -0.224 -0.21 0.52 0.14 0.098
H -1.709 3.576 -3.750 -0.46 0.26 0.11 0.103
H -2.191 5.770 -4.783 0.07 0.18 0.19 0.108
C 0.935 -6.141 4.183 0.55 -0.69 0.83 -0.067
C 1.703 -6.972 3.388 -0.49 -0.52 -0.34 -0.064
C 2.239 -6.437 2.234 0.42 -0.90 -0.26 -0.154
N 2.050 -5.182 1.861 0.73 -0.77 -1.49 0.058
C 1.308 -4.441 2.625 -0.15 1.85 -0.89 -0.191
C 0.804 -4.836 3.808 -1.26 0.29 1.82 -0.124
H 0.546 -6.502 5.129 -0.13 0.03 -0.11 0.116
H 1.782 -8.036 3.580 0.22 0.13 0.14 0.106
H 2.814 -7.073 1.556 -0.01 0.22 0.19 0.112
H 1.079 -3.451 2.252 0.17 0.26 0.14 0.105
H 0.338 -4.093 4.443 -0.19 -0.18 -0.13 0.102
C -1.655 -0.789 -0.785 -1.05 -1.09 -0.83 -0.088
C -1.414 0.425 -1.358 -0.07 1.48 -0.09 -0.064
C -0.455 1.247 -0.764 -0.33 0.26 -0.16 -0.138
N 0.285 0.838 0.255 0.61 0.05 0.07 0.050
C 0.099 -0.385 0.726 -0.34 -0.21 0.90 -0.137
C -0.917 -1.213 0.271 1.05 -0.21 1.21 -0.048
H -2.434 -1.456 -1.152 0.00 0.24 -0.01 0.094
H -2.068 0.817 -2.131 0.25 -0.03 -0.10 0.110
H -0.311 2.300 -1.010 -0.23 -0.30 -0.49 0.081
H 0.688 -0.642 1.613 -0.08 -0.13 -0.36 0.089
H -1.156 -2.125 0.801 0.16 -0.16 -0.12 0.093
C -2.340 -4.787 2.627 -0.64 0.40 0.32 -0.072
C -1.847 -5.551 1.586 0.39 -0.18 0.77 -0.070
C -2.181 -5.189 0.307 0.75 -0.79 -0.77 -0.158
N -2.973 -4.187 0.005 -0.24 0.22 -1.25 0.057
C -3.524 -3.531 0.985 -0.64 1.01 1.34 -0.183
C -3.252 -3.776 2.331 0.12 -0.16 -0.12 -0.050
H -2.033 -4.974 3.651 -0.14 -0.08 -0.10 0.102
H -1.195 -6.389 1.813 0.06 0.11 -0.27 0.106
H -1.761 -5.699 -0.553 0.05 -0.23 0.10 0.109
H -4.196 -2.713 0.729 0.00 -0.13 -0.07 0.106
H -3.762 -3.187 3.087 0.26 -0.06 0.01 0.103
C 2.097 5.284 -3.585 0.02 -0.18 -0.49 -0.077
C 2.265 4.981 -2.247 -0.30 0.25 -0.01 -0.070
C 3.382 5.497 -1.600 -0.47 -0.18 0.49 -0.149
N 4.310 6.210 -2.213 0.55 -0.13 0.67 0.064
C 4.188 6.408 -3.509 0.39 0.38 -0.55 -0.172
C 3.097 5.998 -4.241 -0.53 -0.35 -0.26 -0.073
H 1.234 4.939 -4.154 0.09 0.01 0.25 0.101
H 1.504 4.429 -1.705 0.20 -0.05 -0.01 0.077
H 3.503 5.336 -0.529 0.09 0.11 -0.14 0.086
H 5.024 6.922 -3.974 -0.15 0.08 -0.11 0.103
H 3.011 6.186 -5.305 0.11 0.10 0.11 0.100
C -4.422 1.539 0.268 0.38 0.26 -0.11 -0.092
C -5.679 1.028 0.047 -0.31 0.40 -1.19 -0.071
C -6.503 1.772 -0.812 -0.20 -0.19 0.39 -0.142
N -6.132 2.904 -1.423 -1.34 -1.17 -0.26 0.051
C -4.895 3.309 -1.286 0.95 0.71 0.75 -0.170
C -4.013 2.712 -0.398 0.40 -1.37 0.87 -0.063
H -3.765 0.980 0.934 0.15 0.37 -0.16 0.090
H -5.960 0.037 0.383 -0.22 0.25 0.29 0.099
H -7.528 1.425 -0.973 0.26 0.24 -0.14 0.103
H -4.638 4.204 -1.845 0.22 -0.05 0.03 0.101
H -2.988 3.005 -0.184 -0.24 0.50 -0.49 0.082
C -3.344 -1.953 -3.928 0.48 0.34 1.22 -0.087
C -3.114 -3.267 -3.602 0.71 -0.50 0.24 -0.058
C -3.417 -4.220 -4.561 0.57 -1.01 1.60 -0.162
N -3.925 -3.942 -5.721 -0.20 -1.75 -0.90 0.062
C -4.143 -2.698 -5.988 -1.27 1.00 -1.85 -0.186
C -3.882 -1.672 -5.143 -0.27 1.63 -0.09 -0.084
H -3.112 -1.152 -3.234 -0.02 -0.06 -0.02 0.084
H -2.631 -3.569 -2.677 -0.31 0.09 0.03 0.083
H -3.269 -5.277 -4.351 0.13 0.08 0.07 0.108
H -4.644 -2.521 -6.933 0.14 0.24 -0.18 0.109
H -4.124 -0.650 -5.406 0.03 -0.03 -0.14 0.109
C -2.076 1.293 3.247 0.54 0.47 -0.30 -0.089
C -3.219 1.872 3.750 -0.59 0.27 -0.42 -0.078
C -3.981 1.149 4.649 -0.78 1.45 -0.45 -0.171
N -3.635 -0.007 5.133 -0.69 -0.97 1.07 0.062
C -2.499 -0.508 4.729 1.35 -0.95 -0.38 -0.164
C -1.696 0.074 3.762 0.45 -0.22 0.17 -0.065
H -1.467 1.797 2.497 -0.11 -0.09 0.12 0.093
H -3.609 2.823 3.402 0.22 -0.02 -0.04 0.107
H -4.941 1.561 4.946 0.03 -0.07 0.21 0.107
H -2.159 -1.448 5.164 -0.22 0.08 0.05 0.109
H -0.762 -0.405 3.490 -0.12 -0.03 -0.04 0.078
C 1.201 -0.019 -4.166 -0.13 0.63 -0.66 -0.122
C 0.525 -0.230 -5.562 0.13 -0.02 0.29 -0.147
C 0.313 1.200 -6.069 -0.22 0.57 0.14 -0.186
O 0.367 2.062 -4.906 -0.38 -0.64 -0.81 -0.179
C 1.394 1.523 -4.092 0.21 0.39 0.20 -0.212
H 2.105 -0.619 -4.131 0.19 0.18 0.39 0.102
H 0.525 -0.288 -3.355 0.08 -0.25 -0.05 0.084
H -0.410 -0.790 -5.478 -0.03 0.25 0.12 0.095
H 1.145 -0.824 -6.243 0.07 0.26 0.15 0.106
H -0.663 1.354 -6.532 0.05 0.00 0.03 0.114
H 1.081 1.516 -6.798 -0.09 -0.18 0.30 0.120
H 1.248 1.966 -3.101 -0.04 -0.38 0.05 0.097
H 2.346 1.959 -4.444 0.07 -0.75 -0.05 0.122
```
Forces are in eV/Å.

Computed properties:
**Spin multiplicity**: 1
**Energy above the lowest of the compared OMol25 structures with the same formula, charge and spin**: 0.00 kJ/mol
**HOMO-LUMO gap**: 9.57 eV
**E_tot**: -80660.8526 eV
**F_max**: 2.5 eV/Å
**LUMO level**: 0.4 eV
**SMILES**: CNC(C)=O.CNC(C)=O.CNC(C)=O.c1ccncc1.c1ccncc1.c1ccncc1.c1ccncc1.c1ccncc1.c1ccncc1.c1ccncc1.c1ccncc1.C1CCOC1

ORCA calculation (ωB97M-V/def2-TZVPD) on C53H70GeN2O2Ta as an isolated structure at a distorted geometry.

```
129
Properties=species:S:1:pos:R:3:forces:R:3:lowdin_charge:R:1
Ta -0.410 0.400 -1.208 -2.56 -1.26 -4.12 1.738
C -1.595 2.510 -3.853 0.04 -0.07 -0.18 -0.080
N -2.043 2.422 -2.457 0.97 -0.99 0.56 -0.285
C -3.450 2.020 -2.396 -0.12 -0.20 0.09 -0.076
C -1.835 3.703 -1.765 0.14 0.16 0.16 -0.178
C -1.651 3.562 -0.264 -0.22 0.03 -0.16 -0.157
N -0.481 2.772 0.095 0.19 -0.82 -0.18 -0.209
C -0.525 2.348 1.510 -0.04 -0.15 0.03 -0.106
C -1.807 1.661 1.923 0.18 -0.06 -0.16 -0.142
C -2.478 2.118 3.042 -0.04 -0.03 0.01 0.020
C -3.641 1.507 3.494 -0.01 -0.06 -0.04 -0.146
C -4.119 0.427 2.765 0.05 0.13 0.06 0.049
C -3.487 -0.075 1.630 0.18 -0.26 -0.43 -0.067
C -2.306 0.560 1.216 -0.56 0.58 1.23 -0.220
O -1.614 0.174 0.116 -1.01 -0.94 1.48 -0.277
C -4.056 -1.289 0.889 0.05 -0.09 -0.13 -0.514
C -3.029 -2.433 0.938 -0.07 0.09 0.00 -0.021
C -5.361 -1.797 1.509 0.13 0.08 0.00 -0.056
C -4.367 -0.919 -0.572 0.02 0.01 0.17 -0.042
C -4.321 2.017 4.759 -0.01 0.06 0.12 -0.556
C -4.708 3.491 4.570 0.02 -0.12 0.01 -0.040
C -5.582 1.224 5.111 0.13 0.06 -0.08 -0.059
C -3.331 1.883 5.928 -0.07 0.00 -0.08 -0.040
C 0.758 3.515 -0.172 0.07 0.05 -0.14 -0.121
C 2.057 2.751 -0.080 -0.18 -0.01 -0.07 -0.140
C 3.058 3.253 0.732 0.03 0.00 0.01 0.028
C 4.335 2.706 0.727 -0.04 0.06 -0.04 -0.147
C 4.568 1.670 -0.166 -0.03 0.09 0.09 0.025
C 3.609 1.140 -1.027 -0.31 -0.22 -0.29 -0.071
C 2.310 1.665 -0.929 0.92 0.49 0.86 -0.220
O 1.229 1.118 -1.558 1.88 0.62 -0.76 -0.295
C 4.093 0.079 -2.026 0.01 -0.12 -0.14 -0.515
C 4.583 -1.164 -1.269 0.03 0.10 0.00 -0.024
C 5.262 0.677 -2.832 -0.08 0.03 0.09 -0.035
C 3.040 -0.371 -3.045 0.02 0.05 0.15 -0.048
C 5.458 3.224 1.615 0.13 0.01 0.14 -0.556
C 5.051 4.465 2.415 -0.02 -0.12 -0.08 -0.064
C 6.673 3.594 0.750 -0.08 -0.05 0.04 -0.039
C 5.848 2.124 2.614 -0.03 0.09 -0.10 -0.037
H -2.114 3.309 -4.394 -0.04 -0.01 0.06 0.103
H -1.793 1.563 -4.353 0.00 0.00 0.00 0.090
H -0.523 2.704 -3.888 -0.01 0.02 0.01 0.089
H -4.097 2.764 -2.875 0.10 0.03 -0.02 0.105
H -3.758 1.904 -1.358 -0.02 -0.01 -0.01 0.079
H -3.576 1.064 -2.902 0.00 -0.01 0.04 0.091
H -2.689 4.371 -1.927 0.01 -0.06 -0.15 0.138
H -0.964 4.189 -2.205 -0.05 -0.01 -0.05 0.111
H -2.525 3.067 0.162 -0.04 0.10 0.02 0.120
H -1.594 4.570 0.172 -0.03 -0.03 0.05 0.145
H -0.381 3.219 2.164 0.07 -0.03 -0.01 0.136
H 0.327 1.674 1.669 0.02 0.09 0.04 0.137
H -2.071 2.968 3.576 0.02 0.03 0.00 0.119
H -5.025 -0.056 3.092 -0.01 -0.02 0.01 0.089
H -2.797 -2.690 1.973 0.03 -0.02 0.02 0.100
H -2.102 -2.158 0.438 0.02 -0.06 0.01 0.051
H -3.428 -3.318 0.443 0.00 -0.03 -0.02 0.088
H -5.217 -2.139 2.535 -0.04 0.01 0.03 0.092
H -5.720 -2.644 0.925 0.01 -0.02 -0.01 0.091
H -6.136 -1.029 1.492 -0.05 -0.02 0.04 0.092
H -3.464 -0.673 -1.127 -0.01 -0.04 -0.08 0.039
H -5.052 -0.069 -0.603 -0.04 0.00 -0.04 0.091
H -4.850 -1.763 -1.065 0.01 -0.02 -0.04 0.086
H -5.409 3.597 3.740 -0.02 0.04 -0.01 0.091
H -3.836 4.112 4.366 0.00 0.04 0.00 0.076
H -5.187 3.870 5.474 -0.01 0.03 0.01 0.090
H -6.336 1.303 4.327 -0.03 -0.05 -0.01 0.090
H -6.012 1.625 6.029 -0.02 0.00 0.01 0.090
H -5.350 0.172 5.284 -0.06 -0.04 0.00 0.090
H -2.447 2.504 5.780 0.03 0.01 0.02 0.078
H -3.006 0.846 6.029 0.02 -0.01 0.05 0.093
H -3.808 2.186 6.860 0.01 0.02 0.02 0.089
H 0.821 4.383 0.500 -0.06 -0.02 -0.03 0.135
H 0.697 3.900 -1.192 -0.05 0.05 0.06 0.126
H 2.829 4.097 1.368 -0.03 0.03 0.00 0.110
H 5.562 1.248 -0.207 0.02 -0.02 -0.03 0.107
H 5.412 -0.929 -0.600 0.01 0.00 0.02 0.084
H 4.925 -1.912 -1.983 0.02 -0.03 -0.01 0.083
H 3.781 -1.603 -0.675 -0.02 -0.04 0.00 0.068
H 6.133 0.877 -2.209 0.03 0.02 -0.01 0.078
H 4.958 1.612 -3.305 0.03 0.01 -0.05 0.096
H 5.559 -0.024 -3.612 0.03 -0.02 0.00 0.091
H 2.244 -0.942 -2.572 -0.07 0.04 -0.08 0.043
H 3.512 -1.028 -3.777 0.02 -0.03 0.01 0.091
H 2.610 0.478 -3.578 -0.03 -0.02 -0.03 0.093
H 4.778 5.295 1.761 -0.03 0.03 0.01 0.091
H 5.895 4.786 3.026 0.01 0.02 0.01 0.089
H 4.221 4.251 3.089 -0.04 0.05 0.01 0.085
H 6.391 4.308 -0.025 0.03 0.02 -0.02 0.094
H 7.107 2.718 0.268 0.02 0.00 -0.04 0.078
H 7.445 4.048 1.372 0.03 -0.01 0.00 0.089
H 4.999 1.877 3.253 0.01 -0.05 0.03 0.089
H 6.666 2.471 3.246 0.02 -0.03 0.02 0.090
H 6.170 1.217 2.101 0.01 -0.03 0.01 0.081
C -0.707 -1.226 -2.522 1.33 2.74 2.50 -0.372
Ge -0.078 -2.947 -1.804 -0.66 -0.65 -0.43 0.893
C 0.630 -2.929 0.054 -0.27 0.10 -0.55 -0.287
C 1.339 -1.855 0.585 -0.30 0.12 -0.07 -0.151
C 1.883 -1.907 1.861 0.04 0.18 0.14 -0.076
C 1.740 -3.055 2.625 0.00 0.03 -0.10 -0.070
C 1.056 -4.144 2.102 0.01 -0.02 0.03 -0.060
C 0.506 -4.080 0.829 -0.06 0.04 0.04 -0.092
C -1.514 -4.286 -2.014 0.35 0.19 0.16 -0.282
C -2.807 -3.891 -2.342 0.08 0.08 0.02 -0.132
C -3.815 -4.830 -2.503 -0.07 0.00 -0.01 -0.086
C -3.540 -6.179 -2.338 0.00 -0.01 0.00 -0.084
C -2.246 -6.589 -2.050 0.02 -0.06 0.02 -0.080
C -1.239 -5.647 -1.897 0.00 0.02 0.02 -0.117
C 1.407 -3.535 -2.961 -0.19 0.27 0.22 -0.287
C 2.640 -3.922 -2.447 -0.08 0.02 0.08 -0.118
C 3.683 -4.260 -3.299 0.06 -0.04 -0.05 -0.091
C 3.503 -4.209 -4.673 0.04 0.01 0.05 -0.083
C 2.269 -3.846 -5.197 -0.01 0.03 -0.04 -0.079
C 1.229 -3.514 -4.343 -0.06 0.02 0.05 -0.111
H -0.219 -1.081 -3.493 0.10 -0.01 0.02 -0.051
H 1.513 -0.949 -0.008 0.13 -0.02 -0.12 0.058
H 2.431 -1.057 2.250 0.00 0.01 0.01 0.108
H 2.166 -3.101 3.618 0.01 -0.01 0.01 0.108
H 0.952 -5.049 2.686 -0.01 0.00 0.02 0.111
H -0.034 -4.931 0.435 -0.03 -0.03 0.05 0.093
H -3.013 -2.834 -2.480 -0.05 0.00 0.01 0.074
H -4.817 -4.512 -2.764 -0.01 0.01 0.01 0.103
H -4.328 -6.913 -2.443 0.00 0.00 -0.04 0.105
H -2.021 -7.643 -1.951 0.00 -0.01 0.01 0.105
H -0.223 -5.976 -1.704 0.00 -0.06 0.01 0.100
H 2.793 -3.950 -1.374 0.03 0.00 0.01 0.097
H 4.640 -4.559 -2.890 0.01 0.00 0.01 0.106
H 4.325 -4.449 -5.335 -0.01 -0.04 -0.02 0.105
H 2.124 -3.816 -6.269 -0.02 -0.01 -0.01 0.105
H 0.263 -3.234 -4.750 0.02 0.01 -0.08 0.103
```
Forces are in eV/Å.

Computed properties:
**Spin multiplicity**: 1
**Total charge**: +1
**Energy above the lowest of the compared OMol25 structures with the same formula, charge and spin**: 57.29 kJ/mol
**HOMO-LUMO gap**: 6.66 eV
**E_tot**: -121235.4582 eV
**F_max**: 5.0 eV/Å
**LUMO level**: -3.6 eV